Computed, not measured: a structure of composition H5NOSi in a non-equilibrium geometry, with the ωB97M-V functional and the def2-TZVPD basis.

Results
<S²>	2.005
energy above the lowest of the compared OMol25 structures with the same formula, charge and spin	0.0	kJ/mol
calculated total energy	-422.324923	Ha
multiplicity	3
highest occupied orbital energy (alpha / beta)	-5.567 / -10.633	eV

Last column: Löwdin spin population.
Positions of all 8 atoms, in Å:
1 N -1.263 0.705 -0.110  1.022
2 O 1.744 0.827 0.040  0.119
3 Si 0.805 -0.513 -0.014  0.561
4 H -1.148 1.317 0.706  0.045
5 H -1.958 0.036 0.177  0.054
6 H 1.400 1.671 -0.434  0.001
7 H 1.208 -1.499 1.180  0.126
8 H 0.899 -1.040 -1.403  0.071


Computed, not measured: a cluster of 6 separate species, C25H46ClFO19S in total in a non-equilibrium geometry, with the ωB97M-V functional and the def2-TZVPD basis.

Results
SMILES	CC(=O)OC[C@@](Cl)(CCF)OC(=O)CCCS.COC(=O)OC.COC(=O)OC.COC(=O)OC.COC(=O)OC.COC(=O)OC
calculated total energy	-3367.739492	Ha
multiplicity	1
highest occupied orbital energy	-9.396	eV

Last column: Löwdin charge in e.
Positions of all 93 atoms, in Å:
1 C 1.448 -0.172 -0.184  -0.016
2 C 0.110 -1.100 -0.539  -0.242
3 O -0.510 -0.777 -1.703  -0.052
4 O -0.400 -2.187 0.313  -0.154
5 C 0.316 -3.447 0.046  -0.123
6 C 0.916 -3.981 1.506  -0.581
7 Cl 1.338 -2.450 2.507  0.720
8 C -0.344 -4.848 2.184  -0.098
9 C -1.055 -4.070 3.447  -0.151
10 F -1.839 -2.860 3.026  -0.155
11 O 2.047 -4.903 1.323  -0.091
12 C 3.308 -4.198 1.045  -0.239
13 O 3.638 -3.813 -0.219  -0.030
14 C 4.473 -3.852 2.189  -0.113
15 C 4.064 -4.503 3.636  -0.258
16 C 4.596 -3.678 4.948  -0.554
17 S 4.251 -1.837 4.925  0.603
18 H 1.364 0.213 0.919  0.081
19 H 1.506 0.778 -0.897  0.112
20 H 2.392 -0.862 -0.255  0.088
21 H -0.406 -4.248 -0.463  0.161
22 H 1.153 -3.211 -0.740  0.136
23 H -1.159 -5.143 1.381  0.136
24 H 0.136 -5.848 2.574  0.137
25 H -1.871 -4.827 3.877  0.136
26 H -0.317 -3.862 4.336  0.120
27 H 5.511 -4.289 1.796  0.147
28 H 4.592 -2.688 2.179  0.100
29 H 2.906 -4.694 3.779  0.105
30 H 4.582 -5.577 3.686  0.128
31 H 5.748 -3.872 5.189  0.093
32 H 4.010 -4.115 5.891  0.089
33 H 3.708 -1.406 3.705  -0.169
34 C -4.714 4.675 -1.494  -0.052
35 O -4.468 3.399 -2.081  -0.012
36 C -3.155 3.067 -2.167  -0.560
37 O -2.217 3.754 -1.794  0.104
38 O -3.067 1.840 -2.740  -0.004
39 C -1.734 1.359 -2.895  -0.064
40 H -5.796 4.836 -1.476  0.093
41 H -4.345 4.704 -0.464  0.097
42 H -4.258 5.470 -2.093  0.098
43 H -1.245 1.255 -1.921  0.076
44 H -1.158 2.022 -3.549  0.101
45 H -1.783 0.372 -3.362  0.088
46 C -6.205 -2.218 8.144  -0.055
47 O -6.176 -2.906 6.895  -0.013
48 C -5.282 -2.407 6.004  -0.560
49 O -4.539 -1.457 6.189  0.109
50 O -5.360 -3.149 4.870  -0.011
51 C -4.469 -2.736 3.836  -0.054
52 H -6.953 -2.701 8.779  0.093
53 H -5.234 -2.286 8.645  0.097
54 H -6.497 -1.173 8.003  0.098
55 H -3.428 -2.824 4.165  0.068
56 H -4.691 -1.711 3.522  0.105
57 H -4.616 -3.398 2.978  0.098
58 C -9.944 7.131 0.463  -0.053
59 O -8.546 6.875 0.580  -0.014
60 C -7.999 7.287 1.751  -0.560
61 O -8.592 7.835 2.667  0.109
62 O -6.676 6.984 1.727  -0.015
63 C -5.966 7.363 2.905  -0.052
64 H -10.276 6.761 -0.511  0.094
65 H -10.501 6.598 1.242  0.099
66 H -10.145 8.206 0.510  0.099
67 H -6.363 6.839 3.780  0.099
68 H -6.008 8.447 3.048  0.099
69 H -4.920 7.073 2.776  0.094
70 C 2.472 -0.741 -4.129  -0.042
71 O 2.766 -0.016 -5.322  -0.012
72 C 3.306 1.210 -5.111  -0.603
73 O 3.547 1.711 -4.023  0.103
74 O 3.534 1.784 -6.320  -0.019
75 C 4.106 3.088 -6.252  -0.045
76 H 2.044 -1.705 -4.416  0.102
77 H 3.385 -0.927 -3.555  0.091
78 H 1.735 -0.204 -3.523  0.086
79 H 5.085 3.055 -5.763  0.099
80 H 3.434 3.778 -5.731  0.101
81 H 4.244 3.450 -7.275  0.097
82 C 10.373 -0.199 -6.535  -0.054
83 O 9.369 0.121 -5.574  -0.011
84 C 8.119 -0.282 -5.917  -0.556
85 O 7.812 -0.872 -6.941  0.111
86 O 7.271 0.083 -4.923  0.004
87 C 5.911 -0.280 -5.149  -0.040
88 H 11.331 0.170 -6.158  0.093
89 H 10.450 -1.283 -6.667  0.098
90 H 10.165 0.295 -7.490  0.098
91 H 5.809 -1.367 -5.226  0.112
92 H 5.525 0.211 -6.048  0.101
93 H 5.323 0.061 -4.292  0.082


Computed, not measured: a cluster of 2 separate species, C10H20BBrO8S2 in total in a non-equilibrium geometry, with the ωB97M-V functional and the def2-TZVPD basis.

Results
SMILES	CB(O)[C@](C[C@@H](C)Br)(OC(=O)S)S(C)(=O)=O.COC(=O)OC
calculated total energy	-4390.116599	Ha
multiplicity	1
highest occupied orbital energy	-9.887	eV

Last column: Löwdin charge in e.
Positions of all 42 atoms, in Å:
1 C -0.698 0.970 4.265  -0.039
2 B 0.105 -0.288 3.577  -0.384
3 O 0.438 -1.365 4.486  0.071
4 C 0.479 -0.335 1.960  -0.353
5 C 1.190 -1.703 1.528  -0.157
6 C 2.446 -1.542 0.558  -0.677
7 C 2.991 -3.053 0.280  -0.152
8 Br 2.048 -0.769 -1.223  0.717
9 O 1.136 0.872 1.481  -0.104
10 C 2.076 1.385 2.401  -0.682
11 O 3.126 0.823 2.759  0.039
12 S 1.784 3.091 3.120  0.791
13 S -1.207 -0.356 1.108  0.790
14 C -2.102 1.252 1.228  -0.126
15 O -2.004 -1.429 1.840  -0.340
16 O -1.138 -0.776 -0.334  -0.396
17 H -1.738 0.673 4.621  0.093
18 H -0.774 1.871 3.573  0.027
19 H -0.101 1.238 5.214  0.087
20 H 1.391 -1.287 4.734  0.124
21 H 0.426 -2.356 0.962  0.136
22 H 1.533 -2.348 2.407  0.129
23 H 3.327 -0.982 0.998  0.088
24 H 4.073 -3.075 -0.056  0.082
25 H 2.789 -3.658 1.231  0.079
26 H 2.290 -3.472 -0.526  0.073
27 H 2.009 2.951 4.498  -0.077
28 H -1.458 2.145 1.502  0.072
29 H -2.728 1.494 0.296  0.098
30 H -2.874 1.124 2.073  0.090
31 C -1.387 -0.234 -2.940  -0.054
32 O -1.821 0.873 -3.738  0.000
33 C -1.569 0.741 -5.049  -0.605
34 O -1.029 -0.199 -5.576  0.121
35 O -2.024 1.842 -5.673  -0.007
36 C -1.821 1.838 -7.084  -0.053
37 H -1.642 -0.019 -1.898  0.046
38 H -1.903 -1.149 -3.240  0.108
39 H -0.306 -0.360 -3.011  0.058
40 H -2.353 1.005 -7.548  0.097
41 H -0.755 1.794 -7.320  0.097
42 H -2.224 2.770 -7.481  0.091


Computed, not measured: an isolated molecule of C3H7NO3 in a non-equilibrium geometry, with the ωB97M-V functional and the def2-TZVPD basis.

Results
SMILES	O=C(O)NCCO
energy above the lowest of the compared OMol25 structures with the same formula, charge and spin	110.1	kJ/mol
calculated total energy	-398.995734	Ha
multiplicity	1
highest occupied orbital energy	-10.088	eV

Last column: Löwdin charge in e.
Positions of all 14 atoms, in Å:
1 O 2.759 0.742 -0.103  0.071
2 C 1.661 0.260 0.086  -0.617
3 O 1.306 -0.267 1.272  0.110
4 N 0.726 0.174 -0.896  0.077
5 C -0.602 -0.361 -0.918  -0.168
6 C -1.411 -0.304 0.408  -0.254
7 O -1.344 0.902 1.145  -0.049
8 H 2.101 -0.151 1.834  0.145
9 H 1.154 0.335 -1.797  0.152
10 H -1.283 0.140 -1.610  0.117
11 H -0.612 -1.406 -1.254  0.121
12 H -1.006 -1.104 1.030  0.102
13 H -2.461 -0.537 0.229  0.114
14 H -0.988 1.577 0.574  0.077